*A*
C5H14N2O | ωB97M-V/def2-TZVPD

Geometry (Å):
C  0.56486  -0.28474  1.14241
C  2.06018  -0.06182  1.18689
O  0.20332  -1.67057  1.16216
H  0.61012  -2.11038  1.92210
H  0.03835  0.27766  1.91886
H  0.54293  -0.17424  -0.44928
H  2.28671  1.00701  1.21150
H  2.56059  -0.49470  0.31309
H  2.51985  -0.51595  2.07779
C  -0.29752  1.96097  -0.49319
C  -1.98347  0.06495  -0.14195
C  -0.63214  0.50276  -0.61871
N  -0.52844  -1.42881  -1.96040
N  0.03425  -0.12610  -1.64864
H  -0.27577  -2.09172  -1.22703
H  -0.03043  -1.71912  -2.79313
H  0.72782  2.15365  -0.80496
H  -0.96322  2.50435  -1.17145
H  -1.99723  -0.98862  0.11962
H  -2.67613  0.21079  -0.97671
H  -2.30719  0.66120  0.70980
H  -0.45746  2.32346  0.52121

## Properties
Orbital gap   0.287 hartree


*B*
C5H14N2O | ωB97M-V/def2-TZVPD

Geometry (Å):
C  0.66838  0.72746  0.07735
C  -1.03430  -1.18026  0.23062
C  0.12736  -0.96749  -0.57429
C  1.33085  1.33301  -1.15609
C  -0.40361  1.66312  0.60855
N  1.62395  0.42463  1.11997
N  -0.96629  -2.95150  -0.33837
O  -2.21598  -0.67399  -0.24225
H  -2.60806  -0.09227  0.42200
H  -0.91746  -1.18357  1.31117
H  2.55903  0.78631  0.96041
H  1.37660  0.71214  2.06308
H  -1.82114  -2.99637  -0.89444
H  -1.16649  -3.46202  0.52130
H  1.00884  -1.54186  -0.30584
H  -0.05317  -0.85345  -1.63955
H  0.02614  2.64190  0.87143
H  1.79835  2.29997  -0.91909
H  2.11759  0.68373  -1.55270
H  0.60148  1.50447  -1.95337
H  -1.18424  1.84222  -0.13385
H  -0.86782  1.28383  1.52395

## Properties
Orbital gap   0.316 hartree


*C*
C5H14N2O | ωB97M-V/def2-TZVPD

Geometry (Å):
C  -0.26117  0.10064  0.05487
C  0.73392  0.44177  0.96124
C  0.42873  -2.01144  0.45130
C  -0.04002  0.34122  -1.41182
C  -1.70345  0.09044  0.48611
N  0.30047  2.54284  0.64160
N  0.04866  -2.78586  -0.64898
O  1.51154  2.93827  -0.06564
H  1.15522  3.29143  -0.89105
H  0.55403  2.78599  1.60374
H  -0.93274  -2.77558  -0.88888
H  0.78539  -3.02792  -1.29781
H  0.55480  0.29673  2.02169
H  1.76218  0.48682  0.62019
H  -0.16615  -2.19580  1.33965
H  1.49610  -2.03412  0.64186
H  -0.61496  1.20881  -1.74470
H  -2.28077  -0.64151  -0.08830
H  -0.39022  -0.52049  -1.99221
H  1.01001  0.52295  -1.64100
H  -1.80784  -0.12862  1.55007
H  -2.14375  1.07343  0.29806

## Properties
Orbital gap (alpha / beta)   0.255 / 0.267 hartree


*D*
C5H14N2O | ωB97M-V/def2-TZVPD

Geometry (Å):
C  -2.16202  0.66403  0.91677
C  -1.10413  -0.28595  0.35890
C  -1.45975  -0.69572  -1.07542
N  0.19751  0.35017  0.50517
N  0.28698  1.56682  -0.21218
C  1.38312  -0.48695  0.48963
C  2.11593  -0.63150  -0.84780
O  2.31869  0.06369  1.39285
H  -3.14108  0.19391  0.89049
H  -2.18179  1.57322  0.32405
H  -1.92131  0.92672  1.94267
H  -1.07153  -1.18615  0.98423
H  -2.44994  -1.14325  -1.09159
H  -0.75108  -1.42503  -1.46152
H  -1.46564  0.17695  -1.72336
H  0.55931  1.41449  -1.18608
H  1.00505  2.13330  0.23039
H  1.07038  -1.48432  0.84139
H  1.43877  -0.96399  -1.62952
H  2.91089  -1.36088  -0.72774
H  2.56924  0.31634  -1.12842
H  1.85243  0.28410  2.20711

## Properties
Structure (SMILES)   CC(C)N(N)[C@@H](C)O
Orbital gap   0.353 hartree


Most stable structure: *D*


*A*
CH4FP | ωB97M-V/def2-TZVPD

Geometry (Å):
C  0.70231  -0.05517  0.31810
F  -2.44606  -0.75322  -0.09186
P  -0.54596  1.21215  0.03386
H  0.32689  -0.94743  -0.02048
H  1.00232  -0.27264  1.30850
H  1.59380  -0.00260  -0.22489
H  -0.63331  0.81891  -1.32322

## Properties
Orbital gap (alpha / beta)   0.322 / 0.264 hartree


*B*
CH4FP | ωB97M-V/def2-TZVPD

Geometry (Å):
C  0.66149  -0.07064  0.35290
P  -1.01423  0.64377  -0.00147
F  -1.94708  -0.71897  -0.21457
H  0.80408  0.17984  1.49876
H  1.46520  0.48089  -0.20078
H  0.81682  -1.09602  0.06720
H  -0.78627  0.58113  -1.50204

## Properties
Structure (SMILES)   CPF
Orbital gap   0.395 hartree


Most stable structure: *B*


*A*
C4H7N3O | ωB97M-V/def2-TZVPD

Geometry (Å):
H  1.45607  -0.31200  -2.14174
N  0.80785  -1.03375  -1.99115
C  0.08970  -0.58270  -1.05639
C  -1.01724  -1.29052  -0.30237
C  -1.01449  -0.72678  0.93329
N  -0.15471  0.36187  0.99068
C  -0.91911  1.61983  1.47847
N  0.34691  0.47910  -0.30357
O  1.68824  0.65488  -0.20023
H  -1.57693  -2.22464  -0.39153
H  -1.76892  -0.85105  1.74130
H  -1.71862  1.84051  0.74788
H  -0.20096  2.42454  1.79744
H  -1.58811  1.26474  2.29061
H  2.05800  -0.15054  0.36813

## Properties
Structure (SMILES)   [H]/N=c1/ccn(C)n1O
Orbital gap   0.345 hartree


*B*
C4H7N3O | ωB97M-V/def2-TZVPD

Geometry (Å):
N  -0.20972  -0.98716  1.21877
C  -0.17947  -0.72817  -0.20514
C  -1.58922  -0.66256  -0.63748
C  -0.73947  0.62361  -0.54949
N  -0.00144  1.52787  0.35450
N  1.37405  0.99506  0.05817
C  1.32350  -0.38177  -0.37737
O  2.36027  -0.98864  -0.60592
H  0.14777  -1.89513  1.47302
H  0.21984  -0.31338  1.87982
H  -1.87530  -0.70150  -1.73335
H  -2.31439  -0.99274  0.08690
H  -0.44266  0.69935  -1.60330
H  -0.18401  2.45634  -0.09781
H  2.11025  1.34881  0.73868

## Properties
Structure (SMILES)   N[C@@]12C[C@H]1NNC2=O
Orbital gap   0.355 hartree


Most stable structure: *A*